[1]
ORCA calculation (ωB97M-V/def2-TZVPD) on one molecule with the formula C5H8.

```
13
Properties=species:S:1:pos:R:3:forces:R:3
C -1.678762 0.061871 -1.133571 0.070 0.048 -0.173
C -0.470038 0.548948 -1.240557 0.012 -0.271 0.180
C 0.791723 0.697105 -0.936568 -0.210 -0.077 -0.077
C 1.230390 -0.030826 0.334269 0.094 -0.001 0.103
C 0.045158 -0.378137 1.248401 0.043 -0.002 0.137
H -1.849141 -0.963360 -1.448886 -0.219 0.172 -0.291
H -2.476898 0.566600 -0.594331 0.069 0.082 -0.318
H 1.526627 1.230682 -1.534903 -0.197 -0.101 0.053
H 1.749234 -0.945934 0.016460 0.005 0.162 0.136
H 1.967267 0.567692 0.877915 -0.086 0.041 -0.105
H -0.332671 -1.391413 1.075255 0.099 0.183 0.051
H 0.273449 -0.264912 2.307421 0.249 -0.169 -0.013
H -0.776341 0.301682 1.029101 0.072 -0.066 0.319
```
Positions in Å, forces in eV/Å.

## Properties
LUMO level = 1.159 eV
ΔE to the lowest compared entry with this formula, charge and spin = 39.67 kcal/mol
HOMO-LUMO gap = 10.53 eV
Structure (SMILES) = C=C=CCC
2S+1 = 1
Charge = 0
HOMO = -9.37 eV


[2]
ORCA calculation (ωB97M-V/def2-TZVPD) on a 7-piece molecular cluster, C21H56O21S7 overall in a non-equilibrium geometry.

```
105
Properties=species:S:1:pos:R:3:forces:R:3
C -1.675923 4.968878 1.649608 -0.406 0.287 -0.131
C -1.744678 4.136466 2.906444 1.231 0.394 -0.377
O -3.093218 4.012525 3.370292 0.016 -0.179 -0.042
S -3.359353 2.929048 4.502012 -0.135 0.028 -0.666
C -3.690575 1.480803 3.565307 0.299 -0.421 0.508
O -2.163056 2.711993 5.241777 0.472 -0.016 0.297
O -4.548109 3.350647 5.149041 -0.546 0.147 0.292
H -0.629044 5.099340 1.382693 -0.002 0.021 0.028
H -2.103601 5.959777 1.814231 0.018 -0.023 0.028
H -2.195104 4.530371 0.795229 -0.031 -0.163 0.120
H -1.241120 3.182927 2.716539 -0.506 -0.284 0.164
H -1.137865 4.628074 3.667833 -0.199 -0.042 0.182
H -4.579588 1.587804 2.955759 0.013 0.104 -0.057
H -3.825957 0.716371 4.333312 -0.193 -0.047 -0.125
H -2.807293 1.196249 2.999174 -0.077 0.167 -0.179
C -0.089463 3.234403 -6.675502 -0.135 0.189 -0.262
C -0.533636 4.531146 -7.329298 0.575 -0.330 0.517
O 0.596795 5.031242 -8.084310 -0.283 0.310 -0.026
S 0.409853 6.435929 -8.836877 0.461 -1.402 -0.384
C 0.475528 5.855773 -10.507742 0.370 -0.405 0.284
O -0.896399 6.921098 -8.569132 -0.611 0.515 0.236
O 1.588999 7.165508 -8.552339 0.338 0.700 0.069
H -0.985101 2.780403 -6.250316 0.148 -0.189 0.122
H 0.633530 3.445623 -5.889726 -0.046 -0.038 0.072
H 0.377818 2.549984 -7.382620 -0.157 -0.027 -0.079
H -1.394571 4.408354 -7.981369 -0.041 0.021 -0.034
H -0.749935 5.227634 -6.520978 -0.275 0.227 -0.265
H -0.192100 5.000124 -10.574745 -0.285 0.229 -0.175
H 1.484770 5.479620 -10.666940 0.045 0.188 -0.067
H 0.237186 6.660495 -11.194256 -0.103 0.013 0.003
C -2.252592 -4.948755 7.256862 0.443 -0.364 0.340
C -2.572300 -5.299107 5.809285 -0.805 0.025 0.754
O -1.923452 -4.343101 4.954554 0.149 -0.219 -0.157
S -2.155763 -4.504960 3.379238 0.877 0.660 0.923
C -0.570001 -3.979185 2.845278 -0.289 0.129 -0.156
O -2.331914 -5.893824 3.102223 -0.380 -0.448 -0.316
O -3.113297 -3.520621 2.998118 -0.561 -0.102 -0.464
H -1.953298 -3.908154 7.360635 0.015 0.007 -0.054
H -1.461583 -5.600136 7.636173 0.259 0.303 -0.129
H -3.069107 -5.129877 7.956396 -0.322 0.076 -0.365
H -2.251039 -6.313144 5.584020 0.074 0.057 -0.255
H -3.651995 -5.235746 5.656232 0.049 -0.010 -0.184
H -0.473456 -4.321145 1.815438 0.232 -0.101 0.054
H 0.154557 -4.418114 3.521102 0.216 -0.034 -0.210
H -0.560871 -2.892073 2.880877 0.176 0.021 0.124
C 5.189893 2.937772 -0.880969 -0.270 -0.142 -0.306
C 4.033695 3.821198 -1.350522 0.633 0.505 0.105
O 3.492400 4.558467 -0.231953 -0.153 -0.178 0.256
S 1.956324 4.356201 0.128897 0.499 -0.242 -0.557
C 1.861181 2.619175 0.428536 -0.077 -0.107 -0.282
O 1.769739 5.068952 1.344084 -0.074 0.175 0.200
O 1.198045 4.666656 -1.043888 -0.368 0.031 -0.024
H 5.165520 1.996293 -1.432280 0.162 -0.016 0.026
H 5.136165 2.710785 0.182167 -0.106 0.041 0.019
H 6.130808 3.442068 -1.086846 0.111 -0.109 0.134
H 4.443559 4.592918 -1.999463 -0.237 -0.059 -0.238
H 3.261721 3.286226 -1.898380 -0.135 -0.020 0.156
H 1.019331 2.437334 1.091601 0.199 -0.032 0.248
H 2.816098 2.296288 0.831681 -0.187 -0.087 0.389
H 1.658370 2.086482 -0.497857 0.054 0.140 -0.091
C -4.159766 -4.728075 -0.030618 0.203 0.481 0.967
C -3.266950 -5.658817 -0.811525 -0.770 -0.078 0.116
O -1.958055 -5.458497 -0.240811 -0.105 0.056 -0.069
S -0.726074 -6.265870 -0.796925 -0.551 -0.280 -0.149
C -1.031359 -7.923759 -0.245021 -0.035 0.690 0.083
O -0.742989 -6.240379 -2.221397 -0.114 -0.038 -0.423
O 0.374318 -5.728735 -0.084220 0.771 0.285 0.406
H -3.677626 -3.767479 0.166118 0.059 0.013 -0.385
H -4.250554 -5.149873 0.972926 -0.324 0.026 -0.057
H -5.145554 -4.512771 -0.434498 0.024 -0.366 -0.261
H -3.608551 -6.676190 -0.596439 0.245 -0.070 -0.196
H -3.278346 -5.514889 -1.890952 0.332 0.189 0.036
H -0.652953 -7.945965 0.773015 0.162 -0.376 -0.068
H -0.523094 -8.547178 -0.972906 0.085 -0.295 0.282
H -2.100087 -8.111505 -0.226567 -0.030 -0.099 -0.193
C -0.644512 1.110275 -2.893498 -0.079 -0.609 0.001
C -1.463098 1.012761 -1.628551 -0.686 0.073 -0.701
O -0.595929 0.638945 -0.547634 -0.153 0.272 0.589
S -1.233263 -0.234564 0.630807 0.303 -0.395 -0.294
C -1.099622 -1.840134 -0.067412 -0.808 -0.160 0.639
O -0.376044 -0.147116 1.761397 0.253 0.341 0.006
O -2.620018 0.082069 0.769481 -0.144 0.196 -0.223
H -1.279930 1.557029 -3.657040 0.230 0.158 -0.113
H -0.383045 0.102573 -3.225614 0.043 0.043 -0.059
H 0.290429 1.651643 -2.767014 -0.174 0.334 0.035
H -2.028255 1.928146 -1.443081 0.536 0.215 0.504
H -2.265583 0.281714 -1.768395 0.241 -0.261 0.117
H -1.616960 -1.801382 -1.022400 0.196 -0.277 -0.137
H -1.694190 -2.424763 0.639991 -0.014 -0.229 -0.229
H -0.089724 -2.233784 -0.081403 0.143 0.277 -0.208
C 6.335299 -0.849548 0.791489 -0.027 0.479 -0.086
C 4.918248 -1.288734 1.072720 0.382 -0.208 0.250
O 4.259093 -0.232352 1.803150 -0.156 0.141 -0.594
S 3.031364 -0.592193 2.749451 1.232 0.928 0.516
C 3.912948 -0.814683 4.253027 -0.568 0.567 0.557
O 2.287511 0.606887 2.867122 -0.329 0.350 -0.082
O 2.450896 -1.813585 2.338056 -0.534 -0.991 -0.415
H 6.860375 -0.592954 1.711632 0.036 -0.237 0.037
H 6.355001 0.052777 0.176322 -0.103 -0.072 -0.065
H 6.864636 -1.633044 0.251413 0.057 -0.044 0.095
H 4.385453 -1.494208 0.145832 -0.190 -0.001 0.102
H 4.923425 -2.182179 1.699309 -0.090 -0.105 -0.169
H 3.150763 -0.753324 5.032876 0.036 -0.632 0.038
H 4.506959 0.077948 4.435744 0.298 -0.105 -0.345
H 4.489891 -1.731724 4.237698 -0.023 -0.051 0.151
```
Positions in Å, forces in eV/Å.

## Properties
LUMO level = 0.141 eV
ΔE to the lowest compared entry with this formula, charge and spin = 17.26 kcal/mol
HOMO-LUMO gap = 10.82 eV
Structure (SMILES) = CCOS(C)(=O)=O.CCOS(C)(=O)=O.CCOS(C)(=O)=O.CCOS(C)(=O)=O.CCOS(C)(=O)=O.CCOS(C)(=O)=O.CCOS(C)(=O)=O
2S+1 = 1
Charge = 0
HOMO = -10.68 eV